w.
DFT (wB97M-V/def2-TZVPD) results for 2 unconnected molecules or ions with the total composition C9H14.

The geometry in ORCA input format:
```
! wB97M-V def2-TZVPD RIJCOSX def2/J DEFGRID3
* xyz 0 1
C 0.02 -0.21 2.06
C -0.90 0.15 0.98
C -1.71 -0.81 0.46
C -2.59 -0.62 -0.64
C -2.37 0.56 -1.36
C -1.64 1.63 -0.76
C -0.90 1.40 0.40
H 0.92 0.54 2.01
H 0.45 -1.19 1.82
H -0.21 -0.15 3.15
H -1.64 -1.86 0.75
H -3.37 -1.35 -0.74
H -2.64 0.83 -2.36
H -1.55 2.56 -1.29
H -0.40 2.23 0.81
C 1.70 -0.67 -1.05
C 2.90 -0.32 -0.23
H 1.21 0.26 -1.40
H 2.16 -0.90 -1.95
H 0.95 -1.36 -0.59
H 3.56 0.37 -0.80
H 2.68 0.22 0.75
H 3.39 -1.32 -0.02
*
```

The SMILES is Cc1ccccc1.CC. The gap between HOMO and LUMO is 10.00 eV. The HOMO energy is -8.9330 eV. The LUMO energy is 1.06 eV.

***

x.
DFT (wB97M-V/def2-TZVPD) results for 2 unconnected molecules or ions with the total composition C9H14.

The geometry in ORCA input format:
```
! wB97M-V def2-TZVPD RIJCOSX def2/J DEFGRID3
* xyz 0 1
C -2.88 2.29 1.66
C -2.03 1.29 1.03
C -1.05 1.55 0.06
C -0.28 0.49 -0.43
C -0.48 -0.78 0.06
C -1.48 -1.13 0.93
C -2.18 -0.06 1.46
H -3.07 3.18 1.03
H -2.50 2.52 2.67
H -3.94 1.82 1.86
H -0.69 2.52 -0.30
H 0.59 0.57 -1.15
H 0.33 -1.50 -0.20
H -1.50 -2.25 1.26
H -2.96 -0.26 2.26
C 2.82 -1.98 -1.54
C 3.21 -0.61 -1.70
H 3.38 -2.74 -2.18
H 3.00 -2.24 -0.42
H 1.81 -2.16 -1.42
H 4.29 -0.48 -1.99
H 3.10 -0.05 -0.66
H 2.51 0.00 -2.29
*
```

The SMILES is Cc1ccccc1.CC. The gap between HOMO and LUMO is 9.92 eV. The HOMO energy is -8.9133 eV. The LUMO energy is 1.01 eV.

***

y.
DFT (wB97M-V/def2-TZVPD) results for 2 unconnected molecules or ions with the total composition C9H14.

The geometry in ORCA input format:
```
! wB97M-V def2-TZVPD RIJCOSX def2/J DEFGRID3
* xyz 0 1
C -3.03 -0.28 -0.79
C -2.09 -0.02 0.35
C -2.54 -0.16 1.66
C -1.73 0.07 2.77
C -0.42 0.50 2.58
C 0.07 0.54 1.28
C -0.72 0.21 0.20
H -2.51 -0.41 -1.74
H -3.81 0.48 -0.87
H -3.57 -1.22 -0.62
H -3.56 -0.55 1.72
H -2.15 -0.08 3.76
H 0.11 0.80 3.47
H 1.09 0.86 1.14
H -0.29 0.30 -0.80
C 3.45 -0.70 -1.36
C 2.87 0.48 -2.14
H 2.63 -1.23 -0.87
H 3.91 -1.44 -2.02
H 4.19 -0.42 -0.61
H 3.61 0.88 -2.82
H 2.43 1.22 -1.47
H 2.06 0.17 -2.80
*
```

The SMILES is Cc1ccccc1.CC. The gap between HOMO and LUMO is 10.00 eV. The HOMO energy is -9.0041 eV. The LUMO energy is 1.00 eV.

***

Last place for stability: x

***

w.
DFT (wB97M-V/def2-TZVPD) results for 2 unconnected molecules or ions with the total composition C9H14.

The geometry in ORCA input format:
```
! wB97M-V def2-TZVPD RIJCOSX def2/J DEFGRID3
* xyz 0 1
C -2.32 1.88 0.35
C -1.72 0.51 0.52
C -0.96 -0.12 -0.47
C -0.45 -1.39 -0.35
C -0.78 -2.14 0.81
C -1.63 -1.58 1.75
C -2.07 -0.26 1.61
H -2.46 2.34 1.32
H -3.24 1.91 -0.24
H -1.61 2.50 -0.21
H -0.75 0.42 -1.39
H 0.43 -1.75 -0.86
H -0.62 -3.21 0.85
H -1.87 -2.11 2.66
H -2.64 0.15 2.43
C 3.76 0.81 -2.34
C 4.28 1.26 -0.96
H 4.50 0.94 -3.12
H 3.51 -0.25 -2.33
H 2.92 1.48 -2.55
H 5.07 0.57 -0.67
H 3.46 1.12 -0.25
H 4.58 2.30 -0.95
*
```

The SMILES is Cc1ccccc1.CC. The gap between HOMO and LUMO is 10.00 eV. The HOMO energy is -9.0452 eV. The LUMO energy is 0.96 eV.

***

x.
DFT (wB97M-V/def2-TZVPD) results for 2 unconnected molecules or ions with the total composition C9H14.

The geometry in ORCA input format:
```
! wB97M-V def2-TZVPD RIJCOSX def2/J DEFGRID3
* xyz 0 1
C -0.69 -1.86 0.84
C -0.98 -0.41 1.09
C -0.73 0.03 2.40
C -0.99 1.35 2.74
C -1.46 2.18 1.71
C -1.56 1.79 0.38
C -1.36 0.45 0.08
H 0.21 -2.24 1.32
H -0.57 -2.20 -0.19
H -1.50 -2.48 1.24
H -0.29 -0.69 3.07
H -0.72 1.78 3.69
H -1.85 3.16 1.99
H -1.96 2.57 -0.25
H -1.42 0.15 -0.96
C 2.53 -0.57 -1.92
C 1.39 -0.32 -2.90
H 3.49 -0.36 -2.40
H 2.48 0.09 -1.06
H 2.63 -1.60 -1.55
H 0.45 -0.56 -2.39
H 1.48 -0.98 -3.76
H 1.43 0.73 -3.19
*
```

The SMILES is Cc1ccccc1.CC. The gap between HOMO and LUMO is 9.96 eV. The HOMO energy is -8.9326 eV. The LUMO energy is 1.03 eV.

***

y.
DFT (wB97M-V/def2-TZVPD) results for 2 unconnected molecules or ions with the total composition C9H14.

The geometry in ORCA input format:
```
! wB97M-V def2-TZVPD RIJCOSX def2/J DEFGRID3
* xyz 0 1
C 0.02 -1.48 0.08
C -0.12 -0.77 -1.22
C 0.04 0.61 -1.29
C -0.09 1.26 -2.50
C -0.42 0.56 -3.65
C -0.58 -0.82 -3.60
C -0.42 -1.48 -2.38
H -0.60 -1.08 0.89
H 1.05 -1.48 0.43
H -0.25 -2.54 0.10
H 0.27 1.17 -0.40
H 0.08 2.32 -2.58
H -0.57 1.02 -4.62
H -0.81 -1.45 -4.45
H -0.43 -2.55 -2.31
C 0.36 1.49 3.06
C 0.34 0.15 3.82
H -0.57 1.77 2.59
H 0.56 2.30 3.77
H 1.18 1.59 2.35
H 1.30 -0.37 3.78
H -0.36 -0.53 3.30
H 0.00 0.30 4.83
*
```

The SMILES is Cc1ccccc1.CC. The gap between HOMO and LUMO is 10.07 eV. The HOMO energy is -9.0361 eV. The LUMO energy is 1.04 eV.

***

Last place for stability: w

***

w.
DFT (wB97M-V/def2-TZVPD) results for 2 unconnected molecules or ions with the total composition C9H14.

The geometry in ORCA input format:
```
! wB97M-V def2-TZVPD RIJCOSX def2/J DEFGRID3
* xyz 0 1
C 0.85 -1.61 -1.51
C -0.46 -0.95 -1.09
C -0.91 0.24 -1.64
C -1.93 0.95 -1.05
C -2.67 0.41 -0.01
C -2.24 -0.80 0.55
C -1.14 -1.47 0.02
H 0.85 -2.59 -1.05
H 1.60 -0.95 -1.09
H 1.00 -1.60 -2.59
H -0.25 0.64 -2.41
H -2.26 1.89 -1.48
H -3.46 0.94 0.50
H -2.94 -1.25 1.25
H -0.79 -2.37 0.51
C 2.32 1.00 0.78
C 1.31 1.13 1.93
H 2.56 -0.06 0.75
H 1.97 1.44 -0.16
H 3.16 1.67 0.96
H 1.24 2.15 2.30
H 1.76 0.65 2.82
H 0.43 0.54 1.71
*
```

The SMILES is Cc1ccccc1.CC. The gap between HOMO and LUMO is 10.07 eV. The HOMO energy is -9.0123 eV. The LUMO energy is 1.05 eV.

***

x.
DFT (wB97M-V/def2-TZVPD) results for 2 unconnected molecules or ions with the total composition C9H14.

The geometry in ORCA input format:
```
! wB97M-V def2-TZVPD RIJCOSX def2/J DEFGRID3
* xyz 0 1
C 0.99 -1.80 2.94
C -0.02 -1.06 2.10
C -1.14 -1.77 1.63
C -2.05 -1.17 0.78
C -1.85 0.12 0.29
C -0.71 0.78 0.69
C 0.21 0.20 1.58
H 1.49 -2.56 2.34
H 0.49 -2.25 3.80
H 1.73 -1.12 3.35
H -1.21 -2.81 1.89
H -2.96 -1.71 0.50
H -2.61 0.58 -0.32
H -0.49 1.79 0.35
H 1.13 0.72 1.80
C 0.96 0.80 -3.27
C 0.83 2.20 -2.66
H 1.90 0.67 -3.80
H 0.89 0.04 -2.51
H 0.16 0.60 -3.98
H 0.64 2.13 -1.59
H -0.04 2.74 -3.05
H 1.66 2.88 -2.85
*
```

The SMILES is Cc1ccccc1.CC. The gap between HOMO and LUMO is 10.12 eV. The HOMO energy is -9.0925 eV. The LUMO energy is 1.03 eV.

***

y.
DFT (wB97M-V/def2-TZVPD) results for 2 unconnected molecules or ions with the total composition C9H14.

The geometry in ORCA input format:
```
! wB97M-V def2-TZVPD RIJCOSX def2/J DEFGRID3
* xyz 0 1
C -0.13 0.15 -0.73
C 1.32 -0.19 -0.48
C 2.23 0.61 0.19
C 3.41 0.07 0.70
C 3.81 -1.22 0.39
C 2.95 -1.97 -0.42
C 1.79 -1.45 -0.92
H -0.42 0.05 0.33
H -0.63 -0.59 -1.35
H -0.51 1.12 -1.07
H 1.93 1.61 0.48
H 4.06 0.71 1.27
H 4.79 -1.56 0.70
H 3.29 -2.98 -0.61
H 1.26 -1.90 -1.75
C -3.76 0.98 -0.37
C -3.55 0.92 1.15
H -3.51 1.98 -0.72
H -3.14 0.23 -0.84
H -4.80 0.80 -0.57
H -2.65 1.49 1.40
H -3.36 -0.11 1.46
H -4.38 1.26 1.76
*
```

The SMILES is Cc1ccccc1.CC. The gap between HOMO and LUMO is 9.87 eV. The HOMO energy is -8.8809 eV. The LUMO energy is 0.99 eV.

***

z.
DFT (wB97M-V/def2-TZVPD) results for 2 unconnected molecules or ions with the total composition C9H14.

The geometry in ORCA input format:
```
! wB97M-V def2-TZVPD RIJCOSX def2/J DEFGRID3
* xyz 0 1
C 0.74 -0.90 -2.08
C 0.88 -0.03 -0.90
C 1.44 -0.53 0.21
C 1.52 0.16 1.52
C 1.04 1.46 1.46
C 0.35 2.01 0.24
C 0.22 1.22 -0.93
H 0.03 -1.74 -2.00
H 1.73 -1.43 -2.55
H 0.61 -0.40 -3.13
H 1.68 -1.60 0.09
H 1.94 -0.34 2.34
H 1.17 2.10 2.31
H 0.00 3.02 0.28
H 0.00 1.54 -1.85
C -2.10 -1.48 -0.18
C -2.79 -0.97 1.00
H -1.27 -2.22 0.04
H -2.82 -1.83 -0.95
H -1.56 -0.60 -0.62
H -3.61 -1.64 1.44
H -3.39 -0.08 0.74
H -2.28 -0.44 1.83
*
```

The SMILES is Cc1ccccc1.CC. The gap between HOMO and LUMO is 10.05 eV. The HOMO energy is -9.0172 eV. The LUMO energy is 1.03 eV.

***

Last place for stability: z

***

w.
DFT (wB97M-V/def2-TZVPD) results for 2 unconnected molecules or ions with the total composition C5H7F.

The geometry in ORCA input format:
```
! wB97M-V def2-TZVPD RIJCOSX def2/J DEFGRID3
* xyz 0 1
C -3.38 0.48 -0.17
C -2.22 0.34 0.18
C 0.80 -0.01 -1.21
C 0.77 0.03 1.27
C 0.42 0.71 0.00
F 0.28 2.07 -0.06
H -4.34 0.17 -0.62
H 0.29 0.19 -2.22
H 1.79 -0.03 -1.49
H 0.47 -1.02 -0.92
H 1.71 -0.49 1.05
H 1.01 0.68 2.13
H -0.05 -0.62 1.35
*
```

The gap between HOMO and LUMO (alpha / beta) is 7.37 / 7.38 eV. The HOMO energy (alpha / beta) is -8.6565 / -8.6575 eV. The LUMO energy (alpha / beta) is -1.28 / -1.28 eV.

***

x.
DFT (wB97M-V/def2-TZVPD) results for C5H7F in the gas phase.

The geometry in ORCA input format:
```
! wB97M-V def2-TZVPD RIJCOSX def2/J DEFGRID3
* xyz 0 1
C -2.01 0.43 -0.02
C -0.78 0.91 0.03
C 0.51 0.19 0.17
C 0.47 -1.32 0.03
C 1.76 0.72 0.14
F 2.89 0.02 -0.06
H -2.82 0.98 -0.24
H -2.17 -0.58 0.12
H -0.87 1.99 -0.34
H -0.19 -1.69 -0.68
H 1.33 -1.79 -0.30
H 0.04 -1.69 0.89
H 1.82 1.83 0.26
*
```

The SMILES is C=C/C(C)=C/F. The gap between HOMO and LUMO is 9.91 eV. The HOMO energy is -8.8743 eV. The LUMO energy is 1.04 eV.

***

y.
DFT (wB97M-V/def2-TZVPD) results for C5H7F in the gas phase.

The geometry in ORCA input format:
```
! wB97M-V def2-TZVPD RIJCOSX def2/J DEFGRID3
* xyz 0 1
C -1.99 -0.47 0.27
C -0.80 -0.93 -0.13
C 0.42 -0.14 -0.04
C 0.43 1.33 -0.11
C 1.63 -0.68 -0.02
F 2.78 0.05 0.18
H -1.93 0.50 0.74
H -2.97 -1.05 0.25
H -0.58 -1.81 -0.59
H -0.47 1.61 0.37
H 0.30 1.56 -1.17
H 1.28 1.74 0.29
H 1.89 -1.71 -0.03
*
```

The SMILES is C=C/C(C)=C/F. The gap between HOMO and LUMO is 9.77 eV. The HOMO energy is -8.7490 eV. The LUMO energy is 1.03 eV.

***

Last place for stability: w